(1)
A structure of composition C51H56CuN3OSb2 in a non-equilibrium geometry. Source: the Open Molecules 2025 dataset; level of theory: ωB97M-V with the def2-TZVPD basis set.

```
! wB97M-V def2-TZVPD RIJCOSX def2/J DEFGRID3
* xyz 1 2
Sb -1.81517 -2.13255 -2.28279
Sb 3.75216 3.61334 2.00502
Cu 3.36667 0.76927 2.44904
O 2.07463 -0.33404 3.33647
N 0.93322 3.47257 1.06330
N 4.74855 1.27412 3.61277
N 3.27268 0.94221 0.57271
C -0.20152 -0.75131 7.62870
C 6.22172 1.01098 5.47765
C -5.08604 -4.51907 -0.01476
C -1.15595 3.08598 -0.11790
C -0.52493 -0.29198 -4.87533
C -0.81972 -3.81712 -3.22625
C -0.86690 -3.96619 -4.61709
C 2.59563 -1.34955 0.14895
C -2.36250 4.01037 -4.15609
C 0.53422 -5.84750 -4.60664
C -0.10580 0.63912 7.86379
C -0.36896 4.86517 3.12180
C -1.98013 5.01663 -3.18669
C -0.05862 -4.77412 -2.50323
C 1.12466 -0.45117 5.57894
C 0.03868 -4.72313 -0.99268
C 5.67920 3.20074 4.62999
C 5.45750 0.46161 4.42699
C -0.19355 -4.92896 -5.30505
C -3.50550 -2.95699 -1.01699
C 2.93274 -0.00791 -0.38086
C 1.29746 0.90549 5.83127
C -3.49253 -2.25211 0.19107
C -1.03767 4.49039 1.97180
C -3.88356 -0.92916 -6.55196
C -2.78146 -1.17607 -3.96094
C 5.38477 -1.03113 4.11774
C -4.94862 -3.88266 1.22301
C 0.62164 -2.20150 3.84902
C -4.69664 -1.31087 -5.45209
C 0.40312 -1.24403 6.45880
C -4.33749 -4.06953 -1.14195
C -0.60497 5.59035 -3.69146
C 1.63116 3.87508 2.08726
C 6.25865 2.38959 5.63652
C 0.98638 4.51879 3.20273
C 3.30020 1.68498 -2.04934
C -2.00194 -0.65120 -5.01750
C -2.54922 -0.65175 -6.35557
C -4.15392 -1.39284 -4.16660
C 3.59790 2.18222 0.29737
C -4.24356 -4.92396 -2.40619
C -0.37265 3.67118 1.02814
C 1.38720 -0.95439 4.22584
C 4.82329 2.61211 3.65802
C 0.74370 1.42474 7.04018
C 2.85253 0.38605 -1.71217
C 0.67440 -5.70941 -3.23308
C -4.23790 -2.67380 1.28320
C -3.09540 6.10470 -3.15389
C 3.62305 2.60239 -1.02359
H 0.84469 2.51192 7.25848
H 1.33998 -3.02845 3.82863
H 3.51360 2.03673 -3.10376
H -2.92014 -1.32671 0.30799
H 3.75254 3.63297 -1.21291
H -2.80651 7.04806 -2.58735
H 0.09274 -1.12287 -4.55739
H 0.67334 -3.88755 -0.73654
H -0.84259 5.37717 3.96262
H 0.05753 4.73545 -3.78276
H -0.25991 -4.90704 -6.37135
H 1.60024 4.80605 4.04759
H 2.47491 -0.30507 -2.44263
H -0.91187 -4.54597 -0.50083
H -5.77431 -1.36927 -5.62276
H -2.19676 3.53351 -0.06870
H -0.11868 -0.00422 -5.90638
H -1.57255 3.38612 -4.54472
H 1.81353 -1.34832 0.93672
H 4.63248 -1.06523 3.33873
H -4.01614 5.68511 -2.68725
H -0.66772 3.23260 -1.06684
H 2.17071 -1.97242 -0.67311
H -3.53400 -5.73432 -2.19488
H -3.37847 6.39680 -4.14268
H -4.20154 -2.02312 2.14031
H -4.78801 -1.56170 -3.29032
H -0.72937 6.06450 -4.62894
H 1.78183 1.50143 5.04287
H 1.37329 -6.39171 -2.70933
H 6.28070 -1.50648 3.71737
H -4.31799 -0.70275 -7.50021
H -0.20153 -2.41809 4.57693
H 3.51620 -1.95932 0.43024
H -0.12662 6.32348 -2.98358
H -0.65501 -1.48369 8.24694
H 6.76257 0.31617 6.09200
H 1.17509 -6.56294 -5.13506
H 0.20614 -2.02761 2.83339
H 6.84479 2.84158 6.45937
H -1.87588 4.61352 -2.14640
H -2.00159 5.01837 1.64315
H 0.23211 -2.25895 6.21366
H -5.69538 -5.41724 -0.12618
H -5.46624 -4.28862 2.12292
H 5.80041 4.26338 4.71397
H -5.16323 -5.44105 -2.62253
H -1.87034 -0.38543 -7.13190
H 0.49690 -5.62841 -0.60083
H 4.97955 -1.62476 4.93441
H -0.74526 1.13631 8.58808
H -3.42204 3.76685 -4.46222
H -0.35698 0.57214 -4.25450
H -1.28660 2.05021 0.01285
H -1.39160 -3.18014 -5.18776
H -3.95585 -4.26512 -3.28612
*
```

## Properties
Expectation value of S² ... 0.7537
Energy above the lowest of the compared OMol25 structures with the same formula, charge and spin ... 1.000 eV
HOMO level (alpha / beta) ... -9.435 / -9.485 eV
F_max ... 5.0 eV Å⁻¹


(2)
A structure of composition C51H57BF4NNbP3Si in a non-equilibrium geometry. Source: the Open Molecules 2025 dataset; level of theory: ωB97M-V with the def2-TZVPD basis set.

```
! wB97M-V def2-TZVPD RIJCOSX def2/J DEFGRID3
* xyz 3 1
Nb 10.11619 11.51795 15.30154
P 9.44280 8.80247 15.25314
P 10.79050 12.17743 12.53485
P 10.49301 12.49286 17.88965
Si 12.95317 11.76845 15.33192
F 10.33278 16.46054 14.90035
F 12.18060 15.11368 14.57476
F 11.30674 15.40275 16.69401
F 10.28572 13.26077 15.08617
N 7.10916 11.86631 15.37575
C 14.57134 13.27718 13.64582
C 8.61741 6.80504 17.18561
C 8.11449 9.49550 12.96107
C 8.55734 15.48229 19.81623
C 9.86951 10.13365 21.76101
C 9.96368 6.28577 14.03228
C 11.22393 8.26270 13.23968
C 10.69711 11.24748 11.02434
C 13.30660 12.68675 13.75892
C 11.16208 10.25664 21.25198
C 14.48837 13.14986 17.10881
C 11.62219 10.23534 10.73313
C 7.38721 14.31591 12.41154
C 12.88633 13.41256 11.45091
C 10.10659 14.82726 12.23467
C 8.79798 10.67919 21.06272
C 10.30006 11.48597 19.35177
C 12.23690 13.02367 17.91123
C 11.60499 9.61297 9.48772
C 14.86559 13.88921 18.22238
C 13.92081 14.22392 19.18042
C 10.64500 7.58829 14.48340
C 9.00219 11.34575 19.86029
C 14.12053 14.04295 11.39157
C 12.61292 13.78704 19.02425
C 7.20416 9.33914 11.92583
C 8.03151 8.71030 14.12390
C 11.38194 10.90714 20.03700
C 11.77456 7.23249 15.47068
C 8.96233 8.29237 16.96546
C 9.77082 11.63623 10.04839
C 10.66091 9.99485 8.52933
C 12.47667 12.76256 12.62060
C 6.19065 8.38605 12.02759
C 7.74507 15.49234 17.55110
C 6.09723 7.60197 13.17449
C 8.28595 13.26596 12.52994
C 8.55670 14.41409 17.23502
C 9.64867 13.53062 12.44977
C 9.37052 13.86420 18.22129
C 7.75370 16.03720 18.82895
C 9.76823 11.03179 8.80541
C 13.81227 10.19432 15.41832
C 9.20211 15.86952 12.10231
C 13.17050 12.71647 16.90668
C 9.34819 14.38311 19.52688
C 6.99994 7.77746 14.21011
C 7.83848 15.61260 12.19820
C 14.97306 13.94804 12.49015
C 10.13057 8.60327 17.92800
C 7.76135 9.16394 17.36238
B 11.21637 15.60481 15.37625
H 5.47558 8.26149 11.22095
H 9.55675 16.87344 11.94991
H 10.86673 7.80252 17.93276
H 12.31624 8.83061 9.28083
H 10.73042 5.61495 13.64324
H 7.98623 10.23772 17.35646
H 9.67320 9.60443 22.68277
H 15.89287 14.20037 18.33640
H 8.53358 15.86940 20.82190
H 13.77006 9.54366 14.55898
H 12.34238 9.91999 11.46949
H 11.69545 9.23129 13.48469
H 7.07296 15.89559 16.80728
H 7.27298 9.95886 11.04105
H 8.44689 6.66809 18.24737
H 9.74323 8.66748 18.94572
H 6.87827 8.98205 16.74188
H 11.42476 6.54133 16.23010
H 10.46245 8.42483 12.47734
H 6.32798 14.11846 12.47707
H 15.24671 12.90972 16.37655
H 7.70900 6.48419 16.68986
H 8.89058 10.26031 12.87510
H 10.63508 9.54491 17.68092
H 11.87945 14.02000 19.77929
H 7.90938 12.27119 12.75534
H 14.80422 10.68236 15.37428
H 15.28277 13.24266 14.45892
H 9.03367 11.33588 8.07405
H 14.42749 14.56178 10.49963
H 12.20848 13.45150 10.60999
H 12.38602 10.98012 19.63819
H 8.53964 14.03541 16.21993
H 8.15730 11.74910 19.32681
H 7.47998 8.90982 18.39201
H 9.05036 12.42086 10.24803
H 5.31436 6.85761 13.24094
H 11.96980 7.61828 12.80407
H 7.79440 10.58341 21.44945
H 10.61085 9.49204 7.57910
H 6.65584 11.89894 16.28340
H 9.43153 6.14350 16.90550
H 11.99922 9.81669 21.78550
H 7.12593 16.88249 19.07307
H 12.54961 6.72231 14.91324
H 7.12492 16.42243 12.11695
H 6.91954 7.13491 15.07894
H 6.66689 11.10665 14.86262
H 13.79886 9.67963 16.35932
H 9.90072 13.91716 20.33263
H 11.16620 15.03678 12.21245
H 9.24240 6.44843 13.23052
H 9.47166 5.77176 14.83982
H 14.18980 14.80228 20.05796
H 15.96288 14.37601 12.42028
H 12.20338 8.12015 15.93270
H 6.83961 12.71712 14.91415
*
```

## Properties
HOMO level (alpha / beta) ... -15.886 / -15.903 eV
F_max ... 3.0 eV Å⁻¹


Question: Number 2 is which compound?
Answer: C51H57BF4NNbP3Si